{"formula": "C8H12N4", "method": "the ωB97M-V functional and the def2-TZVPD basis", "total_energy_ha": -530.991182, "spin_multiplicity": 2, "e_above_lowest_kcal_mol": 21.5, "gap_ev": [2.5, 11.6], "charge": -1, "s2": 0.750, "species": ["C", "C", "N", "H", "H", "H", "C", "C", "N", "H", "H", "H", "C", "C", "N", "H", "H", "H", "C", "C", "N", "H", "H", "H"], "xyz": [[10.41126, -1.69911, 3.92637], [10.60369, -0.29624, 3.51640], [10.78195, 0.77785, 3.21318], [9.43739, -1.79873, 4.40569], [11.19261, -1.98496, 4.63056], [10.47630, -2.38371, 3.08069], [14.65098, -1.78591, 5.20915], [15.32343, -0.48136, 5.06596], [15.84522, 0.52638, 4.87626], [14.84266, -2.46633, 4.37946], [13.58826, -1.76438, 5.45057], [15.13866, -2.21516, 6.08438], [9.77429, 2.99302, 0.89076], [10.07931, 1.69735, 0.18246], [10.30861, 0.67456, -0.34226], [8.81336, 2.83760, 1.38122], [9.77885, 3.87130, 0.24523], [10.49230, 3.14818, 1.69606], [10.95390, -5.34046, 5.02639], [9.71101, -4.67468, 5.39611], [8.72716, -4.12851, 5.65944], [10.83540, -5.71758, 4.01060], [11.11535, -6.23175, 5.63273], [11.80617, -4.67328, 5.15520]]}